No. 1
C17H27NO4 | ωB97M-V/def2-TZVPD

The value obtained for the largest force on an atom is 5.5 eV/A. The value obtained for the energy above the lowest of the compared OMol25 structures with the same formula, charge and spin is 145.2 kcal per mole. The calculation puts the total energy at -27742.020 eV. The value obtained for the HOMO energy is -7.52 eV. The value obtained for the gap between HOMO and LUMO is 0.2916 Eh. As for the SMILES: C/C=C/C=C/C=C(\C)[C@@H]1OC[C@H](C)[C@H](OC)[C@H]1OC(=O)CN.

```
! RIJCOSX wB97M-V def2-TZVPD def2/J DEFGRID3
* xyz 0 1
O 0.32 0.64 2.84
O -1.80 -1.63 -1.23
O -1.72 -0.04 2.07
O -2.00 1.58 -0.89
C -0.87 0.53 2.96
C 3.40 -0.97 -2.25
C 2.65 -1.26 -1.21
C 4.80 -0.69 -2.10
C 1.15 -1.23 -1.26
C 5.57 0.07 -2.93
C 0.30 -1.79 -0.15
N -0.73 1.94 5.06
C -1.35 2.82 -0.33
C 6.87 0.62 -2.47
C 0.82 -2.61 1.05
C -1.45 0.82 4.33
C -4.82 0.46 -1.38
C -3.18 -1.46 -1.31
C -1.14 -1.48 -0.01
C -1.40 -0.10 0.63
C -2.58 0.67 0.02
C -3.73 -0.25 -0.50
H 2.90 -0.61 -3.18
H 3.09 -1.57 -0.25
H 5.13 -0.76 -1.09
H 0.67 -0.71 -2.08
H 5.07 0.54 -3.83
H -1.12 2.88 4.84
H 0.24 1.88 4.72
H -1.77 3.19 0.59
H -1.61 3.69 -1.04
H -0.36 2.57 -0.05
H 6.82 1.72 -2.40
H 7.59 0.35 -3.20
H 7.16 0.17 -1.55
H 1.81 -2.22 1.34
H 0.10 -2.50 1.93
H 1.05 -3.60 0.70
H -1.17 -0.08 4.87
H -2.53 1.08 4.40
H -4.37 0.93 -2.21
H -5.25 1.29 -0.80
H -5.64 -0.18 -1.74
H -3.52 -1.41 -2.41
H -3.66 -2.36 -0.78
H -1.72 -2.24 0.62
H -0.52 0.55 0.54
H -3.14 1.32 0.82
H -4.36 -0.57 0.29
*
```

---

No. 2
C17H27NO4S | ωB97M-V/def2-TZVPD

The value obtained for the largest force on an atom is 1.0 eV/A. The value obtained for the energy above the lowest of the compared OMol25 structures with the same formula, charge and spin is 0.0 kcal per mole. The calculation puts the total energy at -38582.973 eV. The value obtained for the HOMO energy is -9.22 eV. The value obtained for the gap between HOMO and LUMO is 0.3502 Eh. As for the SMILES: Cc1ccc(CS(=O)(=O)CCC(=O)NCCCOC(C)C)cc1.

```
! RIJCOSX wB97M-V def2-TZVPD def2/J DEFGRID3
* xyz 0 1
C 0.74 2.58 4.52
C 0.28 1.29 3.89
C 1.18 0.27 3.61
C 0.75 -0.91 3.03
C -0.59 -1.09 2.72
C -1.49 -0.07 2.99
C -1.06 1.11 3.57
H -1.77 1.90 3.77
H -2.53 -0.19 2.73
C -1.04 -2.31 1.99
H -2.09 -2.55 2.14
H -0.40 -3.17 2.16
S -0.85 -1.87 0.21
O 0.55 -1.68 -0.05
O -1.72 -0.75 -0.06
C -1.45 -3.32 -0.75
C -0.50 -3.62 -1.89
H -0.73 -4.61 -2.30
H 0.52 -3.61 -1.53
C -0.66 -2.62 -3.05
O -1.35 -2.87 -4.01
N 0.07 -1.51 -2.91
H 0.53 -1.31 -2.03
C 0.10 -0.47 -3.92
C -0.89 0.67 -3.67
C -0.65 1.35 -2.32
O 0.71 1.70 -2.22
C 1.05 2.46 -1.07
C 0.91 1.66 0.23
H 1.45 0.73 0.15
H 1.31 2.24 1.06
H -0.13 1.43 0.45
C 2.49 2.92 -1.27
H 3.15 2.06 -1.29
H 2.79 3.58 -0.46
H 2.58 3.45 -2.22
H 0.39 3.34 -1.02
H -1.27 2.26 -2.25
H -0.95 0.68 -1.51
H -0.77 1.40 -4.47
H -1.91 0.29 -3.69
H -0.14 -0.95 -4.87
H 1.11 -0.06 -3.96
H -1.49 -4.14 -0.04
H -2.44 -3.07 -1.09
H 1.46 -1.69 2.81
H 2.22 0.39 3.85
H 0.41 3.43 3.92
H 0.30 2.68 5.51
H 1.82 2.61 4.60
*
```

---

No. 3
C17H27O13Rb | ωB97M-V/def2-TZVPD

The value obtained for the largest force on an atom is 5.2 eV/A. The calculation puts the total energy at -45331.382 eV. The value obtained for the HOMO energy (spin up / spin down) is -12.57 / -12.57 eV. The value obtained for the gap between HOMO and LUMO (spin up / spin down) is 0.3271 / 0.2336 Eh.

```
! RIJCOSX wB97M-V def2-TZVPD def2/J DEFGRID3
* xyz 1 2
Rb 20.83 -6.11 -5.08
C 21.03 -2.86 -7.65
O 20.37 -3.73 -6.75
H 21.84 -3.39 -8.16
H 20.34 -2.54 -8.42
H 21.51 -1.96 -7.25
C 21.65 -2.10 -11.16
C 22.86 -1.29 -10.58
C 24.10 -1.24 -11.47
O 24.37 0.16 -11.52
C 23.35 0.90 -11.02
O 23.26 2.12 -11.06
O 22.44 0.06 -10.47
H 21.72 -3.17 -11.01
H 21.54 -1.93 -12.23
H 20.68 -1.76 -10.79
H 23.17 -1.61 -9.59
H 23.96 -1.73 -12.43
H 24.90 -1.88 -11.10
C 26.36 -4.79 -6.65
C 25.23 -5.48 -5.80
C 23.89 -5.48 -6.52
O 23.41 -6.76 -6.23
C 24.43 -7.57 -5.90
O 24.28 -8.77 -5.63
O 25.57 -6.83 -5.70
H 25.98 -3.78 -6.82
H 26.61 -5.30 -7.58
H 27.30 -4.70 -6.10
H 25.17 -5.02 -4.82
H 24.04 -5.33 -7.59
H 23.33 -4.64 -6.12
C 23.97 0.89 -4.10
C 23.72 -0.53 -3.58
C 23.29 -1.55 -4.61
O 24.15 -2.63 -4.32
C 25.17 -2.24 -3.61
O 26.14 -2.93 -3.22
O 25.02 -0.96 -3.34
H 24.70 0.87 -4.90
H 24.47 1.45 -3.32
H 23.04 1.36 -4.44
H 23.13 -0.43 -2.67
H 23.47 -1.26 -5.65
H 22.22 -1.69 -4.47
C 19.11 0.79 -7.75
C 20.30 1.24 -8.55
C 20.07 2.63 -9.15
O 21.36 3.27 -8.83
C 22.03 2.61 -7.94
O 23.08 3.01 -7.45
O 21.43 1.46 -7.77
H 18.79 1.58 -7.07
H 19.27 -0.14 -7.21
H 18.31 0.56 -8.45
H 20.50 0.59 -9.40
H 19.15 3.12 -8.82
H 20.08 2.55 -10.24
*
```

---

No. 4
C17H27O9Tl | ωB97M-V/def2-TZVPD

The value obtained for the largest force on an atom is 3.9 eV/A. The value obtained for the energy above the lowest of the compared OMol25 structures with the same formula, charge and spin is 0.0 kcal per mole. The calculation puts the total energy at -41165.011 eV. The value obtained for the HOMO energy is -15.00 eV. The value obtained for the gap between HOMO and LUMO is 0.0744 Eh.

```
! RIJCOSX wB97M-V def2-TZVPD def2/J DEFGRID3
* xyz 2 1
Tl -1.29 -2.50 4.13
C -0.19 -0.74 0.29
O -0.27 -1.29 1.58
H -0.99 -1.05 -0.39
H -0.30 0.34 0.31
H 0.71 -0.96 -0.28
O -0.92 0.34 4.47
C -1.05 1.55 4.27
O -1.25 2.39 5.29
C -1.72 3.70 4.85
C -1.19 3.74 3.44
C -1.18 2.29 2.90
H -1.40 4.59 5.39
H -2.80 3.70 4.99
H -0.17 4.09 3.34
H -1.86 4.34 2.82
H -0.33 2.01 2.29
H -2.13 1.96 2.48
O 0.35 -4.35 2.60
C 0.74 -4.88 1.55
O 0.33 -6.10 1.10
C 0.92 -6.44 -0.12
C 1.45 -5.17 -0.73
C 1.66 -4.24 0.51
H 0.28 -7.04 -0.76
H 1.75 -7.03 0.27
H 0.66 -4.77 -1.36
H 2.37 -5.23 -1.31
H 1.40 -3.20 0.31
H 2.65 -4.22 0.99
O -3.88 0.10 -5.00
C -2.74 0.07 -4.63
O -1.90 0.86 -5.24
C -0.57 0.81 -4.70
C -0.82 0.13 -3.34
C -1.97 -0.79 -3.66
H -0.13 1.80 -4.53
H 0.09 0.19 -5.30
H -1.19 0.92 -2.68
H 0.05 -0.31 -2.87
H -2.54 -1.20 -2.83
H -1.64 -1.63 -4.27
O 2.67 2.95 1.98
C 2.23 2.74 0.87
O 2.86 1.83 0.11
C 2.29 1.84 -1.27
C 1.44 3.10 -1.34
C 1.07 3.44 0.09
H 1.62 0.99 -1.42
H 3.03 1.74 -2.05
H 0.62 3.02 -2.05
H 2.05 3.91 -1.76
H 0.05 3.13 0.31
H 1.07 4.50 0.33
*
```

---

No. 5
C17H28BCl3NO7 | ωB97M-V/def2-TZVPD

The value obtained for the largest force on an atom is 1.5 eV/A. The calculation puts the total energy at -72151.576 eV. The value obtained for the HOMO energy is -4.87 eV. The value obtained for the gap between HOMO and LUMO is 0.2721 Eh.

```
! RIJCOSX wB97M-V def2-TZVPD def2/J DEFGRID3
* xyz -1 1
C 0.00 -4.57 -2.28
B -1.16 -3.68 -1.65
O -1.81 -4.14 -0.51
N -1.49 -2.42 -2.24
C -2.28 -1.48 -1.44
C -1.38 -0.80 -0.39
O 0.00 -1.12 -0.48
C 0.71 -0.58 -1.51
C 0.43 0.64 -2.11
C 1.24 1.10 -3.14
C 2.34 0.37 -3.58
C 2.63 -0.85 -2.96
C 1.82 -1.32 -1.94
C -2.96 -0.39 -2.32
O -3.92 0.18 -1.74
O -2.49 -0.18 -3.47
H -0.36 -5.54 -2.64
H 0.47 -4.04 -3.11
H 0.78 -4.74 -1.52
H -1.18 -4.52 0.11
H -1.96 -2.52 -3.14
H -3.12 -1.97 -0.93
H -1.56 0.28 -0.41
H -1.66 -1.13 0.61
H -0.44 1.22 -1.82
H 1.00 2.04 -3.63
H 2.97 0.73 -4.39
H 3.46 -1.46 -3.28
H 2.02 -2.27 -1.46
C 3.73 2.69 5.40
O 2.41 2.84 4.96
C 2.12 4.09 4.37
C 1.26 3.96 3.13
O 1.89 3.38 2.01
C 2.20 2.00 2.02
C 1.01 1.07 1.90
O 0.17 1.13 3.04
C -1.21 1.22 2.75
H 3.88 3.12 6.40
H 3.94 1.62 5.46
H 4.45 3.14 4.71
H 3.04 4.62 4.11
H 1.56 4.70 5.09
H 1.03 4.99 2.81
H 0.31 3.48 3.36
H 2.82 1.73 2.88
H 2.80 1.84 1.12
H 1.39 0.05 1.80
H 0.45 1.31 0.99
H -1.40 1.87 1.89
H -1.70 1.65 3.63
H -1.65 0.24 2.56
C -5.32 -2.61 -3.78
Cl -6.89 -3.14 -4.42
Cl -4.91 -3.51 -2.32
Cl -4.05 -2.76 -4.98
H -5.40 -1.56 -3.51
*
```